ORCA calculation (the ωB97M-V functional and the def2-TZVPD basis) on a cluster of 17 separate species, C69H178N6O23 in total.

The spin multiplicity is 1. For the energy above the lowest of the compared OMol25 structures with the same formula, charge and spin, the calculation gives 104.8 kJ/mol. As for the strongest force on any atom: 2.650 eV/Å. The net charge is 0.

Positions of all 276 atoms, in Å:
C: 0.777 6.541 -6.907
O: 0.626 5.324 -7.584
C: 0.028 4.248 -6.877
C: -0.183 3.041 -7.725
N: -0.291 1.869 -6.878
C: -1.467 0.997 -7.050
C: -1.284 -0.215 -6.166
O: -0.078 -0.880 -6.490
C: 0.411 -1.644 -5.406
H: 1.445 7.167 -7.495
H: 1.228 6.395 -5.934
H: -0.188 7.077 -6.824
H: -0.901 4.591 -6.376
H: 0.687 3.941 -6.037
H: 0.594 2.988 -8.473
H: -1.101 3.168 -8.299
H: 0.560 1.333 -6.988
H: -1.657 0.644 -8.096
H: -2.372 1.442 -6.693
H: -2.197 -0.866 -6.243
H: -1.181 0.178 -5.163
H: -0.165 -2.602 -5.257
H: 0.430 -1.042 -4.466
H: 1.432 -1.980 -5.591
C: 1.936 -4.233 0.000
O: 3.170 -3.641 -0.334
C: 2.951 -2.215 -0.460
C: 4.204 -1.552 -0.937
N: 5.225 -1.570 0.155
C: 6.087 -2.722 0.159
C: 7.255 -2.529 1.094
O: 7.725 -1.144 0.992
C: 8.746 -0.881 1.925
H: 1.178 -4.047 -0.765
H: 1.515 -3.877 0.934
H: 2.102 -5.301 0.030
H: 2.720 -1.809 0.549
H: 2.118 -1.980 -1.212
H: 4.042 -0.484 -1.114
H: 4.531 -2.029 -1.883
H: 5.813 -0.755 0.098
H: 6.539 -3.031 -0.874
H: 5.516 -3.632 0.378
H: 8.117 -3.164 0.934
H: 6.938 -2.703 2.176
H: 8.400 -0.931 2.980
H: 9.124 0.067 1.655
H: 9.521 -1.639 1.769
C: 12.345 0.797 -0.770
O: 11.559 1.932 -0.364
C: 10.333 2.086 -1.072
C: 9.556 3.279 -0.582
N: 8.120 3.101 -0.817
C: 7.255 2.447 0.202
C: 5.847 2.294 -0.253
O: 5.369 3.564 -0.563
C: 4.112 3.539 -1.220
H: 12.023 -0.130 -0.225
H: 13.396 0.983 -0.562
H: 12.243 0.618 -1.840
H: 9.816 1.144 -0.851
H: 10.457 2.148 -2.147
H: 9.841 4.132 -1.235
H: 9.836 3.539 0.438
H: 7.697 3.987 -1.058
H: 7.246 2.979 1.206
H: 7.637 1.423 0.332
H: 5.374 1.931 0.711
H: 5.762 1.569 -1.035
H: 3.759 4.554 -1.394
H: 3.393 3.042 -0.607
H: 4.174 2.985 -2.223
C: -4.403 8.470 -5.953
O: -4.177 7.076 -5.841
C: -3.709 6.563 -7.081
C: -4.104 5.101 -7.177
N: -3.599 4.232 -6.107
C: -4.377 2.989 -6.089
C: -4.012 2.255 -4.810
O: -4.057 0.783 -4.997
C: -3.646 0.161 -3.774
H: -3.503 8.971 -6.255
H: -4.743 8.874 -4.962
H: -5.133 8.723 -6.731
H: -2.624 6.664 -7.121
H: -4.048 7.184 -7.892
H: -3.745 4.730 -8.116
H: -5.205 4.996 -7.165
H: -3.755 4.691 -5.224
H: -4.151 2.384 -6.965
H: -5.438 3.262 -6.037
H: -4.653 2.595 -3.958
H: -3.013 2.480 -4.443
H: -2.701 0.532 -3.367
H: -3.643 -0.920 -3.976
H: -4.401 0.443 -3.004
C: 4.138 4.313 2.787
O: 2.871 4.201 2.164
C: 1.953 5.314 2.381
C: 0.520 4.808 2.402
N: 0.219 3.912 1.276
C: 0.254 4.512 -0.072
C: 0.122 3.319 -0.951
O: -0.090 3.753 -2.251
C: -0.063 2.602 -3.103
H: 4.766 5.082 2.290
H: 4.622 3.322 2.760
H: 4.075 4.697 3.815
H: 2.079 6.155 1.689
H: 2.091 5.679 3.397
H: -0.127 5.704 2.286
H: 0.191 4.327 3.309
H: 0.865 3.116 1.125
H: 1.196 5.051 -0.308
H: -0.576 5.211 -0.232
H: -0.665 2.609 -0.624
H: 1.083 2.745 -0.910
H: -0.356 2.845 -4.111
H: -0.756 1.824 -2.780
H: 1.000 2.231 -3.121
C: -3.393 -3.064 0.157
O: -2.141 -2.584 -0.202
C: -2.172 -1.679 -1.222
C: -0.759 -1.168 -1.393
N: -0.370 -0.189 -0.322
C: -0.248 -0.618 1.044
C: 0.368 0.567 1.829
O: 1.660 0.878 1.297
C: 2.691 0.823 2.232
H: -4.129 -2.276 0.438
H: -3.316 -3.628 1.095
H: -3.887 -3.664 -0.625
H: -2.823 -0.879 -0.839
H: -2.528 -2.011 -2.190
H: -0.679 -0.610 -2.348
H: -0.092 -2.043 -1.367
H: 0.539 0.219 -0.516
H: 0.335 -1.556 1.225
H: -1.204 -0.819 1.517
H: 0.408 0.382 2.905
H: -0.251 1.438 1.642
H: 3.576 0.813 1.644
H: 2.681 -0.144 2.811
H: 2.623 1.698 2.871
C: -3.506 -6.527 -4.010
C: -3.465 -5.162 -4.827
C: -2.361 -4.214 -4.229
O: -3.250 -5.520 -6.154
H: -3.198 -6.395 -2.989
H: -2.773 -7.225 -4.501
H: -4.507 -6.992 -3.984
H: -4.469 -4.675 -4.726
H: -1.384 -4.684 -4.326
H: -2.479 -3.918 -3.199
H: -2.300 -3.279 -4.798
H: -3.031 -4.787 -6.698
C: 4.635 -4.560 4.912
C: 4.215 -3.261 4.298
C: 3.205 -3.337 3.193
O: 3.668 -2.410 5.400
H: 3.866 -5.047 5.521
H: 5.395 -4.319 5.643
H: 4.995 -5.293 4.218
H: 5.111 -2.729 3.973
H: 2.444 -4.099 3.387
H: 3.591 -3.438 2.158
H: 2.632 -2.392 3.188
H: 2.733 -2.142 5.304
C: -0.511 -2.863 4.013
C: -1.892 -2.787 4.634
C: -2.407 -4.159 4.999
O: -1.891 -2.050 5.862
H: 0.211 -3.362 4.707
H: -0.053 -1.826 3.798
H: -0.577 -3.440 3.089
H: -2.576 -2.239 4.012
H: -3.464 -4.113 5.280
H: -1.831 -4.553 5.835
H: -2.262 -4.919 4.202
H: -1.675 -1.078 5.693
C: 6.558 1.651 6.077
C: 6.987 1.076 4.735
C: 5.830 0.500 3.886
O: 7.730 2.044 3.967
H: 7.403 2.133 6.585
H: 6.204 0.866 6.727
H: 5.803 2.400 6.023
H: 7.687 0.256 4.923
H: 6.246 0.057 2.962
H: 5.141 1.291 3.520
H: 5.302 -0.265 4.496
H: 8.322 2.544 4.526
C: -7.501 -0.846 -2.921
C: -7.448 -2.374 -3.011
C: -5.977 -2.785 -3.196
O: -7.798 -2.975 -1.726
H: -7.116 -0.276 -3.780
H: -6.981 -0.656 -2.008
H: -8.556 -0.605 -2.766
H: -8.113 -2.830 -3.804
H: -5.540 -2.396 -4.105
H: -5.783 -3.868 -3.186
H: -5.307 -2.355 -2.397
H: -8.754 -2.915 -1.565
C: -8.707 -1.122 1.201
C: -7.181 -1.302 1.192
C: -6.645 -0.762 2.492
O: -6.815 -2.678 1.169
H: -9.129 -1.320 0.225
H: -9.023 -0.133 1.454
H: -9.183 -1.874 1.828
H: -6.720 -0.764 0.366
H: -5.568 -0.766 2.458
H: -6.867 -1.438 3.381
H: -6.983 0.294 2.693
H: -7.222 -3.088 0.372
C: 2.697 0.622 6.177
C: 1.977 1.875 6.719
C: 1.829 2.941 5.609
O: 0.673 1.627 7.299
H: 3.750 0.891 6.000
H: 2.263 0.256 5.236
H: 2.717 -0.188 6.901
H: 2.621 2.323 7.501
H: 2.833 3.172 5.276
H: 1.425 3.836 6.044
H: 1.186 2.677 4.768
H: 0.723 1.056 8.110
C: -1.252 -7.101 -1.020
C: -0.785 -6.974 0.410
C: -1.346 -5.667 1.043
O: -1.181 -8.158 1.124
H: -0.994 -8.027 -1.488
H: -0.833 -6.316 -1.636
H: -2.371 -7.028 -1.002
H: 0.295 -6.798 0.432
H: -0.901 -5.482 2.010
H: -2.451 -5.793 1.081
H: -1.180 -4.847 0.348
H: -1.173 -7.918 2.059
C: -5.595 -5.259 2.847
C: -5.961 -4.468 4.094
C: -7.427 -4.065 4.004
O: -5.575 -5.211 5.295
H: -5.755 -4.648 1.975
H: -6.147 -6.191 2.890
H: -4.503 -5.516 2.886
H: -5.389 -3.496 4.127
H: -7.992 -5.008 3.952
H: -7.565 -3.506 3.099
H: -7.786 -3.594 4.958
H: -6.330 -5.161 5.884
C: -1.581 2.894 4.807
C: -2.096 1.478 5.145
C: -2.854 0.798 4.002
O: -0.964 0.533 5.341
H: -2.500 3.453 4.667
H: -0.937 2.872 3.895
H: -1.030 3.334 5.641
H: -2.729 1.473 6.019
H: -3.371 -0.099 4.368
H: -2.262 0.519 3.129
H: -3.632 1.418 3.616
H: -0.369 0.852 6.061
C: -4.252 1.536 0.792
C: -3.172 2.337 0.122
C: -3.712 3.362 -0.890
O: -2.438 2.983 1.157
H: -4.724 2.290 1.422
H: -3.806 0.754 1.406
H: -5.029 1.171 0.112
H: -2.438 1.655 -0.341
H: -4.143 4.190 -0.280
H: -4.416 2.940 -1.634
H: -2.887 3.868 -1.383
H: -1.531 3.291 0.987